{
  "formula": "C3H8NO2",
  "method": "ωB97M-V/def2-TZVPD",
  "total_charge": -1,
  "smiles": "N[C@H](C[O-])CO",
  "total_energy_ev": -8825.11610,
  "elements": ["N", "C", "C", "O", "C", "O", "H", "H", "H", "H", "H", "H", "H", "H"],
  "positions_angstrom": [[-0.33931, 1.38302, -0.85571], [0.07955, -0.01752, -0.46216], [-1.13672, -1.01284, -0.46336], [-0.79262, -2.29628, -0.47339], [0.69454, -0.06042, 0.92282], [2.03473, 0.48472, 1.10519], [0.20203, 1.98235, -0.22851], [-1.29227, 1.45129, -0.50959], [0.83189, -0.35069, -1.18558], [-1.71420, -0.64860, -1.35016], [-1.71120, -0.71058, 0.46075], [0.71355, -1.12483, 1.18336], [0.05586, 0.45577, 1.64468], [2.37418, 0.46459, 0.21168]],
  "forces_ev_per_angstrom": [[0.5, -0.7, 0.7], [0.2, 1.0, 0.2], [0.8, 0.1, -0.2], [0.0, -0.1, 0.0], [0.0, -0.8, 0.5], [-0.7, 0.1, -0.5], [-0.2, 0.2, -0.3], [-0.2, 0.2, -0.1], [-0.1, -0.3, -0.1], [-0.4, -0.1, 0.0], [-0.3, 0.2, -0.1], [0.0, 0.1, 0.1], [-0.1, 0.1, -0.1], [0.5, 0.0, -0.2]],
  "mulliken_charge": [-0.728, 0.171, -0.647, -0.850, -0.723, -0.518, 0.260, 0.294, 0.397, 0.252, 0.155, 0.299, 0.297, 0.341]
}

{
  "formula": "C3H8NO2",
  "method": "ωB97M-V/def2-TZVPD",
  "total_charge": -1,
  "smiles": "CO[C@H](C)N[O-]",
  "total_energy_ev": -8821.48104,
  "elements": ["C", "O", "C", "C", "N", "O", "H", "H", "H", "H", "H", "H", "H", "H"],
  "positions_angstrom": [[-1.55265, -1.36949, -0.37279], [-0.83057, -0.64002, 0.74433], [0.40804, -0.18274, 0.33915], [0.96685, 0.98489, 1.08431], [0.31480, 0.52856, -1.32172], [1.44386, 1.24996, -1.42924], [-2.21922, -0.55466, -0.73560], [-1.98536, -2.15455, 0.10466], [-0.85022, -1.80207, -1.14618], [1.19300, -1.06529, 0.44134], [1.58672, 1.43359, 0.23046], [0.32769, 1.85599, 1.36178], [1.62451, 0.44286, 1.84712], [-0.42746, 1.27298, -1.14763]],
  "forces_ev_per_angstrom": [[2.7, 3.3, -0.1], [-1.3, -1.3, -1.4], [0.7, 0.9, -1.8], [1.3, -1.0, 0.5], [-0.5, -1.0, 2.1], [1.0, 0.5, -0.9], [0.2, -1.2, -0.4], [-1.9, -2.1, 1.3], [-0.7, 1.0, 0.7], [-1.3, 1.5, -1.0], [0.2, -0.4, 0.5], [0.0, -1.2, 0.4], [-0.7, 1.8, -0.2], [0.2, -1.0, 0.3]],
  "mulliken_charge": [-0.689, -0.376, 0.232, -1.159, -0.333, -0.737, 0.188, 0.329, 0.304, 0.134, 0.381, 0.285, 0.273, 0.167]
}

{
  "formula": "C3H8NO2",
  "method": "ωB97M-V/def2-TZVPD",
  "total_charge": 1,
  "total_energy_ev": -8815.63425,
  "elements": ["C", "C", "C", "N", "O", "O", "H", "H", "H", "H", "H", "H", "H", "H"],
  "positions_angstrom": [[2.71495, 3.00946, -0.82491], [1.39924, 1.77946, -0.15685], [-1.17403, -0.36653, 0.23552], [-0.63474, -1.74044, -0.02636], [2.38517, 1.67627, -1.09320], [1.67280, 3.06034, 0.16629], [3.68754, 3.35835, -0.59717], [2.34321, 3.54705, -1.77562], [-0.15642, -1.81622, -0.95893], [-1.76558, 0.06871, -0.60075], [-1.62917, -0.35533, 1.16253], [-0.28472, 0.29597, 0.23471], [-1.31090, -2.45225, -0.03323], [0.04930, -1.99763, 0.78791]],
  "forces_ev_per_angstrom": [[-2.6, 2.3, -3.2], [0.5, 0.3, -0.4], [1.7, 1.4, -2.5], [2.7, 0.4, 0.7], [-0.2, -1.2, 1.3], [0.5, -0.9, -0.2], [1.0, -0.4, 0.8], [0.8, -0.2, 1.6], [-0.2, 0.3, 1.2], [0.0, -1.0, 0.6], [-1.2, 0.0, 1.7], [-0.4, -0.3, 0.3], [-1.5, -1.2, 0.1], [-1.2, 0.6, -2.1]],
  "mulliken_charge": [0.065, -0.233, -0.412, -0.345, -0.251, -0.246, 0.289, 0.192, 0.361, 0.323, 0.380, 0.152, 0.326, 0.398]
}

{
  "formula": "C3H8NO2",
  "method": "ωB97M-V/def2-TZVPD",
  "total_charge": 1,
  "total_energy_ev": -8813.30965,
  "elements": ["C", "C", "C", "N", "O", "O", "H", "H", "H", "H", "H", "H", "H", "H"],
  "positions_angstrom": [[-3.12212, -0.14943, -0.33874], [2.50012, 0.79348, 0.34432], [1.36876, -1.33861, 0.17171], [-1.77046, 0.02706, 0.05029], [-0.92109, -0.80459, -0.33710], [2.05178, -0.45882, -0.43372], [-3.31664, 1.02763, -0.71729], [-3.62464, -0.01657, 0.58922], [-3.33004, -0.98064, -0.92094], [3.29573, 1.38709, -0.17457], [2.99003, 0.52030, 1.36871], [1.46132, 1.22059, 0.59359], [1.09574, -1.34460, 1.24516], [1.26407, -2.22886, -0.52978]],
  "forces_ev_per_angstrom": [[1.0, 4.8, -0.1], [-1.0, -0.2, 2.5], [0.8, -0.4, -2.2], [3.0, -1.3, 0.0], [-2.3, 1.3, 0.5], [0.6, 0.3, 1.9], [0.2, -3.2, 0.2], [-0.8, -0.4, 0.9], [-0.7, -1.3, -1.3], [-1.4, -0.7, -0.3], [-1.0, -0.2, -1.9], [2.0, 0.2, -0.7], [0.2, 0.3, -0.7], [-0.5, 1.0, 1.4]],
  "mulliken_charge": [-0.603, -0.548, 0.140, -0.008, -0.310, -0.166, 0.266, 0.285, 0.427, 0.275, 0.305, 0.321, 0.318, 0.299]
}

{
  "formula": "C3H8NO2P",
  "method": "ωB97M-V/def2-TZVPD",
  "total_energy_ev": -18112.45805,
  "elements": ["C", "C", "C", "N", "O", "O", "P", "H", "H", "H", "H", "H", "H", "H", "H"],
  "positions_angstrom": [[-0.02788, -0.71597, 2.99377], [0.45999, -0.72440, 1.72378], [0.30297, -0.59907, -1.15850], [-0.18675, -0.01325, 0.65080], [-1.19690, 1.77317, -1.28404], [0.49136, 1.11405, -3.01632], [-0.85289, 0.49649, -2.23378], [0.65519, -1.23805, 3.58987], [-0.93531, -0.27059, 3.22337], [1.46096, -1.19812, 1.39654], [1.35248, -0.28322, -1.09313], [0.16759, -1.70577, -1.12525], [-1.18438, 0.13164, 0.68989], [-0.66539, 1.76392, -0.54526], [0.15896, 1.46918, -3.81174]],
  "forces_ev_per_angstrom": [[2.5, -0.9, -3.5], [-0.8, 0.7, -1.1], [-1.6, 1.1, 4.1], [2.3, -1.3, -2.8], [-2.2, -0.8, -2.5], [-0.2, -1.1, 1.2], [1.5, -0.3, 0.1], [0.2, -0.4, 1.8], [-1.4, 0.6, 0.8], [-1.8, 0.8, 0.9], [-0.5, -0.1, -0.4], [-0.1, 1.0, -0.3], [-0.2, -0.5, 0.3], [2.3, 0.3, 3.1], [-0.2, 0.9, -1.7]],
  "mulliken_charge": [-0.877, 0.056, -0.413, -0.521, -0.449, -0.463, 0.222, 0.263, 0.309, 0.215, 0.345, 0.350, 0.245, 0.407, 0.312]
}

{
  "formula": "C3H8NO2S",
  "method": "ωB97M-V/def2-TZVPD",
  "total_charge": -1,
  "total_energy_ev": -19661.86848,
  "elements": ["O", "C", "C", "C", "S", "N", "H", "H", "H", "H", "H", "H", "H", "H", "O"],
  "positions_angstrom": [[-0.33174, -1.21332, -1.00961], [-1.15691, -0.61291, -0.32121], [-0.85970, 0.87058, 0.00911], [0.16288, 0.74503, 1.12344], [-0.51413, -0.62234, 2.11648], [-0.39710, 1.61206, -1.19457], [-2.20185, -0.93421, -0.20481], [-1.71957, 1.39659, 0.42786], [1.10760, 0.48292, 0.62807], [0.33725, 1.66889, 1.67798], [-0.69222, 1.05806, -1.99603], [0.59818, 1.36969, -1.23245], [2.06202, -1.91150, 0.75779], [1.38301, -1.90689, -0.59760], [2.22229, -2.00266, -0.18445]],
  "forces_ev_per_angstrom": [[-0.7, -0.3, -0.1], [0.4, 0.9, -0.1], [0.0, 0.2, 0.2], [0.2, 0.1, -0.5], [0.1, -0.1, 0.1], [0.8, -0.7, 0.2], [0.1, -0.4, 0.1], [-0.3, -0.3, -0.1], [0.0, -0.2, 0.3], [-0.1, 0.0, 0.0], [-0.4, 0.2, -0.1], [0.0, 0.4, 0.1], [-0.4, 0.1, 0.1], [-1.5, 0.4, -0.4], [1.9, -0.4, 0.5]],
  "mulliken_charge": [-0.689, -0.150, 0.161, -0.838, -0.548, -0.810, 0.337, 0.333, 0.223, 0.355, 0.284, 0.318, 0.292, 0.415, -0.683]
}

{
  "formula": "C3H8NO2S",
  "method": "ωB97M-V/def2-TZVPD",
  "spin_multiplicity": 2,
  "total_energy_ev": -19659.20975,
  "elements": ["C", "S", "C", "H", "H", "H", "H", "H", "H", "N", "C", "O", "O", "H", "H"],
  "positions_angstrom": [[-1.69876, -0.60125, 0.84275], [-2.03649, -1.39897, -0.75324], [-1.02936, -0.41102, -1.87579], [-2.17131, 0.37708, 0.85874], [-0.61754, -0.52153, 0.97337], [-2.16359, -1.23317, 1.59349], [-1.18319, -0.79520, -2.88103], [-1.28737, 0.64792, -1.83719], [0.02171, -0.50921, -1.61276], [2.85951, 1.58231, 1.07783], [1.74372, 0.87162, 0.64490], [1.91090, -0.06756, -0.09935], [0.65077, 1.33459, 1.15138], [3.63128, 1.50498, 0.42987], [2.76446, 2.49015, 1.51101]],
  "forces_ev_per_angstrom": [[-0.2, 0.0, -0.8], [-0.1, -0.1, 0.1], [0.2, 0.2, 0.3], [0.1, 0.1, 0.1], [-0.1, -0.1, 0.2], [0.2, 0.0, 0.1], [-0.1, 0.0, 0.0], [-0.2, 0.0, -0.1], [0.0, -0.1, 0.0], [-0.2, 0.3, 0.0], [3.2, 0.4, -0.1], [-1.4, -0.4, -0.1], [-1.3, -0.1, 0.0], [-0.1, 0.0, 0.0], [-0.1, -0.1, 0.1]],
  "mulliken_spin": [0.015, 0.017, 0.000, -0.001, 0.001, 0.001, 0.000, 0.000, 0.001, 0.049, -0.042, 0.078, 0.876, 0.003, 0.002]
}

{
  "formula": "C3H8NO3",
  "method": "ωB97M-V/def2-TZVPD",
  "total_charge": -1,
  "total_energy_ev": -10875.14966,
  "elements": ["C", "C", "C", "O", "O", "N", "H", "H", "H", "H", "H", "H", "H", "H", "O"],
  "positions_angstrom": [[-0.67244, -0.97428, -0.36298], [0.36712, -0.65808, 0.67172], [1.24088, 0.55442, 0.30243], [1.31560, 0.81229, -0.93678], [1.80250, 1.17808, 1.21777], [-1.59327, -2.11120, -0.07718], [-1.26893, -0.08290, -0.55488], [-0.24703, -1.22024, -1.33475], [-0.10948, -0.43398, 1.64744], [0.99682, -1.45492, 1.08869], [-2.47350, -1.75497, 0.27529], [-1.25951, -2.80345, 0.58331], [0.78656, 2.29657, -1.19363], [0.68271, 3.40970, -0.20325], [0.43196, 3.24296, -1.12321]],
  "forces_ev_per_angstrom": [[-0.2, -1.3, -0.7], [-0.1, 0.5, 1.8], [0.4, 0.1, -0.4], [-0.1, -0.4, 0.1], [-0.2, -0.1, 0.2], [-0.6, 0.4, 0.1], [-0.1, 0.0, 0.1], [0.5, 0.3, 0.1], [-0.3, 0.5, -0.5], [0.2, -0.4, -1.1], [0.1, -0.2, 0.1], [0.3, 0.3, 0.0], [-0.2, 0.7, -0.1], [-0.1, 0.1, -0.2], [0.2, -0.4, 0.3]],
  "mulliken_charge": [-0.250, -0.487, 0.491, -0.781, -0.735, -0.632, 0.260, 0.188, 0.214, 0.258, 0.241, 0.221, 0.470, 0.288, -0.748]
}

{
  "formula": "C3H8NO3",
  "method": "ωB97M-V/def2-TZVPD",
  "total_charge": -1,
  "total_energy_ev": -10875.47309,
  "elements": ["C", "N", "C", "O", "O", "C", "H", "H", "H", "H", "H", "H", "H", "H", "O"],
  "positions_angstrom": [[-0.88406, 1.02956, -0.51894], [-0.96000, 0.22115, 0.70175], [0.03214, -0.76818, 1.03192], [1.17714, -0.67619, 0.50694], [-0.36685, -1.62236, 1.84570], [-1.91576, 0.60482, -1.56391], [-1.04226, 2.07048, -0.22798], [0.12932, 0.89333, -0.87600], [-1.86046, -0.20298, 0.85197], [-2.38806, 1.50576, -1.98606], [-2.73281, -0.02643, -1.23907], [-1.44496, 0.15815, -2.44915], [2.06324, 0.52197, -0.45074], [2.45634, 0.13610, -1.81339], [2.68631, 0.80688, -1.16645]],
  "forces_ev_per_angstrom": [[-0.3, -0.9, 1.2], [0.2, 0.0, -0.4], [0.0, -0.2, 0.1], [-0.3, 0.4, -0.1], [0.0, 0.0, -0.1], [0.2, 1.1, -1.4], [0.1, 0.1, -0.2], [0.1, 0.3, -0.2], [-0.1, 0.1, 0.2], [-0.1, -0.1, 0.1], [0.1, -0.3, 0.4], [0.0, -0.3, 0.3], [0.3, -0.2, 0.2], [0.2, -0.1, -0.2], [-0.4, 0.1, 0.0]],
  "mulliken_charge": [0.238, -0.355, 0.562, -0.772, -0.770, -1.086, 0.246, -0.160, 0.220, 0.285, 0.323, 0.285, 0.399, 0.280, -0.693]
}

{
  "formula": "C3H8NO3S",
  "method": "ωB97M-V/def2-TZVPD",
  "total_charge": -1,
  "total_energy_ev": -21710.63515,
  "elements": ["C", "C", "S", "N", "C", "O", "O", "H", "H", "H", "H", "H", "H", "H", "H", "O"],
  "positions_angstrom": [[0.66958, -0.67467, 1.06954], [0.38525, 0.83514, 1.08156], [1.91236, 1.82479, 0.93761], [-0.63018, -1.35423, 0.72326], [-1.05503, -1.24719, -0.64021], [-0.29861, -0.60934, -1.41147], [-2.10429, -1.87913, -0.88861], [1.31316, -1.07935, 0.29223], [0.94094, -1.03785, 2.05875], [-0.30714, 1.01498, 0.27089], [-0.02335, 1.22109, 2.01213], [2.65174, 0.99843, 0.18820], [-0.88454, -2.09553, 1.33288], [-0.87910, 0.52027, -2.27800], [-0.59691, 2.11296, -2.12804], [-1.09388, 1.44963, -2.62073]],
  "forces_ev_per_angstrom": [[-2.6, -1.1, -0.1], [1.0, -0.4, -0.4], [0.1, 0.3, 0.0], [1.8, 2.1, 0.3], [-1.1, -2.2, 0.7], [0.3, 0.0, 0.2], [0.3, 0.5, -0.2], [0.8, 0.9, 0.1], [0.4, 0.0, 0.0], [0.1, 0.3, -0.2], [-0.3, -0.5, 0.2], [-0.2, -0.1, -0.1], [-0.6, -0.5, -0.2], [0.2, 1.0, 0.2], [0.0, -0.6, 0.0], [-0.4, 0.2, -0.5]],
  "mulliken_charge": [-0.628, -0.269, -0.298, -0.255, 0.574, -0.779, -0.777, 0.280, 0.371, 0.184, 0.313, 0.108, 0.210, 0.446, 0.261, -0.740]
}